Below is C4H8NO as an isolated structure in a non-equilibrium geometry, with properties calculated with ωB97M-V/def2-TZVPD.

Properties
HOMO-LUMO gap, eV: 8.86
HOMO energy, eV: -14.11
Total charge: +1
M, g/mol: 86.1
E_tot, eV: -7804.23155

Last column: Mulliken charge in e.
Atoms and positions in Å:
1 C 0.065 -0.528 0.498  -0.877
2 C 0.583 -0.230 -1.422  -0.451
3 C -1.319 1.527 1.812  -0.188
4 C -0.820 0.309 1.215  0.584
5 N 1.382 -1.224 -1.887  -0.310
6 O -2.116 0.503 1.229  -0.291
7 H 1.099 -0.460 0.849  0.351
8 H -0.344 -1.512 0.754  0.338
9 H 1.071 0.652 -1.332  0.383
10 H -0.444 -0.021 -1.578  0.398
11 H -1.258 1.699 2.835  0.267
12 H -1.284 2.360 1.219  0.256
13 H 2.423 -1.069 -1.849  0.291
14 H 0.962 -2.005 -2.344  0.250

Force components x, y, z for each atom (eV/Å):
-0.01 -0.09 2.39
-0.08 -2.38 0.23
1.76 -0.67 -0.32
-0.04 1.16 -1.66
-0.06 1.93 0.69
-0.20 -2.14 0.06
-0.37 0.18 0.22
0.16 -0.46 -1.25
1.63 2.60 0.81
-0.73 -0.92 -1.35
-0.47 -0.19 1.84
0.08 2.21 -1.30
-1.90 -0.59 -0.26
0.24 -0.63 -0.12